(1)
Molecular formula: C52H66BrF8IN7O4S
Method: DFT, ωB97M-V/def2-TZVPD

Properties
HOMO   -0.3853 Eh
Largest force on an atom   0.0729 hartree/bohr
Total energy   -6773.77002 hartree
Frontier orbital gap   0.2922 Eh

```
! RIJCOSX wB97M-V def2-TZVPD def2/J DEFGRID3
* xyz 1 1
N -3.058 1.569 8.293
C -2.687 2.604 7.649
N -1.635 3.423 8.123
N -3.229 3.066 6.457
C -2.285 3.143 5.334
C -2.965 2.673 4.075
C -3.062 1.139 4.038
C -2.744 0.480 2.700
C -1.339 -0.085 2.456
S -0.112 0.853 3.505
O -0.980 0.382 1.137
C -0.223 -0.345 0.243
Br 1.682 0.147 0.482
C -0.609 0.194 -1.162
N 0.115 1.395 -1.534
C -0.480 -1.860 0.189
C 0.727 -2.735 -0.182
C 1.871 -3.174 0.712
C 2.956 -3.814 -0.152
C 3.857 -2.817 -0.849
C 4.918 -2.221 0.078
N 5.166 -0.790 -0.095
N -1.479 -2.363 1.294
C -1.287 -3.874 1.325
C -2.166 -5.031 1.884
O -1.590 -6.108 1.704
I -4.107 -5.243 2.774
C -2.849 -2.101 0.722
F -3.754 -2.273 1.651
F -2.924 -0.901 0.222
F -3.024 -2.991 -0.237
C -1.184 -1.646 2.656
C 0.261 -1.954 3.080
C 0.741 -1.948 4.552
N 0.030 -1.169 5.571
C -2.104 -2.026 3.810
C -1.912 -3.341 4.489
O -1.083 -4.184 4.213
O -2.818 -3.548 5.465
H -3.817 1.087 7.821
H -0.764 2.936 7.976
H -1.749 3.541 9.118
H -4.033 2.505 6.226
H -1.407 2.538 5.521
H -1.946 4.162 5.216
H -2.440 3.042 3.209
H -3.966 3.074 4.111
H -4.101 0.922 4.199
H -2.553 0.703 4.884
H -2.881 1.235 1.945
H -3.523 -0.236 2.509
H -0.261 1.980 2.811
H -1.653 0.440 -1.152
H -0.385 -0.586 -1.876
H 0.804 1.131 -2.218
H -0.518 2.006 -2.016
H -1.050 -1.964 -0.712
H 1.155 -2.196 -1.012
H 0.372 -3.627 -0.672
H 1.579 -3.936 1.417
H 2.345 -2.395 1.281
H 3.565 -4.401 0.519
H 2.510 -4.502 -0.852
H 3.298 -2.016 -1.318
H 4.362 -3.342 -1.645
H 4.656 -2.405 1.109
H 5.847 -2.735 -0.117
H 4.821 -0.262 0.685
H 4.726 -0.429 -0.926
H -0.312 -4.095 1.693
H -1.215 -4.183 0.305
H 0.517 -2.951 2.782
H 0.922 -1.364 2.475
H 0.829 -2.950 4.921
H 1.765 -1.618 4.516
H -0.255 -1.737 6.349
H 0.574 -0.402 5.915
H -3.161 -1.917 3.663
H -1.906 -1.277 4.565
H -2.917 -2.773 6.027
F 2.486 1.140 -3.270
C 3.535 1.066 -4.138
C 3.816 2.123 -4.979
C 4.898 2.006 -5.840
C 5.667 0.852 -5.850
C 5.356 -0.195 -4.998
C 4.283 -0.092 -4.130
H 3.204 3.014 -4.961
H 5.141 2.824 -6.504
H 6.510 0.768 -6.521
H 5.953 -1.094 -5.006
H 4.030 -0.895 -3.450
F 8.362 -0.720 -4.589
C 8.552 -0.076 -3.415
C 8.927 1.250 -3.437
C 9.108 1.907 -2.230
C 8.919 1.235 -1.031
C 8.543 -0.100 -1.038
C 8.354 -0.767 -2.239
H 9.072 1.753 -4.384
H 9.397 2.949 -2.227
H 9.064 1.752 -0.093
H 8.396 -0.626 -0.105
H 8.054 -1.806 -2.268
F -6.394 -0.036 4.799
C -7.201 -1.070 4.458
C -8.362 -1.268 5.172
C -9.182 -2.327 4.818
C -8.829 -3.168 3.772
C -7.653 -2.949 3.070
C -6.830 -1.887 3.411
H -8.614 -0.604 5.988
H -10.100 -2.496 5.362
H -9.472 -3.994 3.505
H -7.377 -3.607 2.258
H -5.912 -1.691 2.873
F -1.658 3.920 -4.520
C -2.494 2.910 -4.857
C -3.721 2.826 -4.231
C -4.572 1.787 -4.580
C -4.185 0.855 -5.532
C -2.943 0.963 -6.143
C -2.085 2.001 -5.810
H -3.999 3.564 -3.490
H -5.543 1.710 -4.109
H -4.852 0.048 -5.800
H -2.639 0.238 -6.885
H -1.116 2.110 -6.280
F 1.808 2.531 -7.267
C 1.466 3.793 -7.643
C 1.543 4.112 -8.983
C 1.197 5.393 -9.385
C 0.790 6.334 -8.452
C 0.723 5.993 -7.110
C 1.059 4.712 -6.696
H 1.869 3.366 -9.695
H 1.247 5.656 -10.432
H 0.524 7.332 -8.771
H 0.407 6.724 -6.380
H 1.003 4.427 -5.654
*
```

=====

(2)
Molecular formula: C52H67AsN5O3PPdSi3
Method: DFT, ωB97M-V/def2-TZVPD

Properties
HOMO   -0.2703 Eh
Largest force on an atom   0.0221 hartree/bohr
Total energy   -6094.86869 hartree
Frontier orbital gap   0.2635 Eh

```
! RIJCOSX wB97M-V def2-TZVPD def2/J DEFGRID3
* xyz 0 1
Pd -1.191 -0.614 0.063
C 6.796 0.529 -2.431
C 5.416 1.142 -2.243
N 5.250 1.802 -0.955
C 5.954 3.069 -0.757
C 7.110 2.955 0.226
C 4.357 1.444 -0.001
O 4.114 2.171 0.958
C 3.615 0.147 -0.127
C 4.189 -1.098 -0.346
C 3.373 -2.220 -0.371
C 2.007 -2.053 -0.202
N 1.453 -0.864 0.015
C 2.243 0.198 0.072
H 6.844 -0.009 -3.378
H 7.032 -0.169 -1.626
H 7.572 1.296 -2.444
H 4.636 0.393 -2.359
H 5.237 1.889 -3.023
H 5.234 3.805 -0.397
H 6.308 3.395 -1.736
H 6.741 2.633 1.199
H 7.597 3.923 0.349
H 7.856 2.238 -0.120
H 5.260 -1.199 -0.477
H 3.786 -3.208 -0.523
H 1.323 -2.897 -0.227
H 1.766 1.150 0.266
O -0.201 -3.994 1.934
C -0.474 -2.911 2.413
N -0.398 -2.582 3.749
C -0.602 -1.162 3.997
C -0.949 -0.750 2.569
O -1.231 0.386 2.154
N -0.896 -1.780 1.732
C 0.683 -0.503 4.482
C 1.096 -0.719 5.794
C 2.299 -0.202 6.246
C 3.101 0.545 5.391
C 2.692 0.775 4.086
C 1.486 0.253 3.637
C -1.809 -0.856 4.875
C -1.971 0.425 5.394
C -3.110 0.746 6.116
C -4.098 -0.206 6.324
C -3.943 -1.480 5.801
C -2.805 -1.803 5.073
H 0.049 -3.203 4.400
H 0.464 -1.286 6.470
H 2.610 -0.378 7.268
H 4.039 0.952 5.746
H 3.298 1.361 3.405
H 1.168 0.464 2.625
H -1.207 1.173 5.223
H -3.226 1.745 6.517
H -4.985 0.046 6.890
H -4.711 -2.228 5.953
H -2.691 -2.795 4.656
C -0.336 -5.595 -1.553
Si -2.054 -4.910 -1.253
C -3.207 -5.621 -2.546
C -2.709 -5.412 0.416
As -1.732 -2.549 -1.399
Si -3.913 -1.760 -0.716
C -5.235 -2.658 -1.731
C -4.320 0.051 -0.955
C -4.171 -2.196 1.094
Si -1.410 -2.069 -3.695
C -2.052 -0.373 -4.107
C -2.164 -3.301 -4.894
C 0.459 -2.140 -3.885
H -0.341 -6.686 -1.484
H 0.360 -5.210 -0.805
H 0.035 -5.324 -2.545
H -3.233 -6.694 -2.327
H -2.850 -5.503 -3.565
H -4.226 -5.244 -2.486
H -2.594 -6.495 0.520
H -3.771 -5.181 0.513
H -2.153 -4.934 1.221
H -4.981 -2.714 -2.792
H -6.181 -2.119 -1.638
H -5.402 -3.676 -1.369
H -4.018 0.436 -1.928
H -3.848 0.684 -0.206
H -5.409 0.129 -0.861
H -3.650 -3.100 1.406
H -5.242 -2.339 1.263
H -3.831 -1.378 1.734
H -3.093 -0.410 -4.439
H -1.450 0.060 -4.912
H -1.963 0.263 -3.223
H -3.231 -3.450 -4.726
H -1.668 -4.272 -4.884
H -2.041 -2.877 -5.895
H 0.930 -1.351 -3.294
H 0.745 -2.005 -4.931
H 0.865 -3.093 -3.540
N -1.301 0.862 -1.230
P -0.748 2.294 -1.091
C -0.451 3.004 0.562
C 0.820 3.219 1.089
C 0.978 3.631 2.407
C -0.136 3.853 3.201
C -1.410 3.656 2.680
C -1.563 3.225 1.374
C -1.803 3.546 -1.905
C -2.536 3.162 -3.026
C -3.320 4.080 -3.705
C -3.382 5.398 -3.273
C -2.654 5.792 -2.161
C -1.868 4.870 -1.481
C 0.846 2.516 -1.975
C 1.399 1.374 -2.539
C 2.586 1.443 -3.258
C 3.223 2.665 -3.420
C 2.674 3.814 -2.862
C 1.488 3.741 -2.147
H 1.704 3.057 0.485
H 1.975 3.767 2.806
H -0.014 4.174 4.228
H -2.283 3.813 3.301
H -2.557 3.034 0.985
H -2.493 2.133 -3.362
H -3.886 3.766 -4.574
H -3.998 6.115 -3.801
H -2.700 6.817 -1.815
H -1.309 5.191 -0.611
H 0.872 0.437 -2.397
H 3.005 0.546 -3.699
H 4.142 2.728 -3.991
H 3.169 4.769 -2.990
H 1.063 4.642 -1.719
*
```

=====

The lowest frontier orbital gap belongs to which entry? C52H67AsN5O3PPdSi3

=====

What is the HOMO in the second record? -0.2703 Eh

=====

Look up the HOMO of the second one. -0.2703 Eh